49
Properties=species:S:1:pos:R:3 method="wB97M-V/def2-TZVPD" spin_multiplicity=1 fmax_ev_per_a=2.43 homo_lumo_gap_ev="5.712 / 5.691" energy_ev=-252985.855
Ru 0.081 0.307 0.275
O 1.750 -0.814 1.295
N 2.608 -1.471 0.568
C 3.354 -2.403 1.188
C 4.322 -3.104 0.524
C 4.544 -2.826 -0.827
C 3.768 -1.883 -1.455
C 2.758 -1.206 -0.760
S 1.759 -0.053 -1.525
H 3.141 -2.529 2.240
H 4.892 -3.845 1.059
H 5.323 -3.347 -1.358
H 3.903 -1.637 -2.496
Br -2.381 -3.898 -1.309
C -3.084 -2.334 -0.513
C -4.441 -2.247 -0.234
C -4.947 -1.145 0.426
Br -6.797 -1.100 0.837
C -4.129 -0.055 0.796
C -4.542 1.079 1.522
C -3.622 2.081 1.770
C -2.320 1.962 1.304
N -1.893 0.882 0.652
C -2.767 -0.128 0.420
C -2.193 -1.303 -0.166
O -0.916 -1.374 -0.304
H -5.098 -3.054 -0.522
H -5.555 1.146 1.891
H -3.906 2.962 2.321
H -1.602 2.756 1.473
C -0.213 -0.554 3.972
O -0.648 -0.774 2.646
H 0.870 -0.654 4.067
H -0.703 -1.257 4.652
H -0.498 0.458 4.248
H -0.273 -1.612 2.339
Se 0.361 3.350 -0.894
N 0.822 2.170 0.433
C 1.313 2.871 1.474
C 1.812 2.311 2.650
C 2.281 3.155 3.638
C 2.263 4.539 3.466
C 1.788 5.115 2.307
C 1.313 4.293 1.277
N 0.830 4.733 0.106
H 1.826 1.231 2.748
H 2.673 2.738 4.555
H 2.636 5.173 4.254
H 1.777 6.182 2.170